(1)
Formula: C24H43N6OPb
Source: OMol25
Level of theory: ωB97M-V/def2-TZVPD

Calculated values
total charge	+1
HOMO energy	-13.77	eV
Kohn-Sham gap	9.4	eV
energy relative to the best compared isomer or geometry (same formula, charge and spin)	122.00	kJ/mol

Geometry as XYZ:
```
75
C24H43N6OPb ωB97M-V/def2-TZVPD
C -3.385 -9.992 14.577
H -5.734 -7.873 13.842
H -4.162 -10.757 14.671
C -1.189 -7.328 12.807
C -4.648 -13.503 10.767
H -4.660 -14.523 10.371
H -4.175 -8.078 11.946
H -9.130 -10.744 11.952
H -3.689 -9.351 13.749
C -2.694 -9.700 17.039
H -3.370 -8.596 9.410
C -3.685 -8.734 8.377
H -5.399 -10.008 6.480
C -3.408 -13.494 11.547
H 2.493 -6.719 10.984
H -4.085 -6.323 10.163
H -2.993 -8.156 15.598
H 0.740 -8.484 11.177
N -2.481 -10.737 7.222
N -1.153 -11.186 14.009
N -2.461 -13.468 12.197
C -8.937 -10.910 13.015
H -6.738 -10.787 11.366
H -1.677 -7.800 10.824
H -9.754 -10.366 13.498
H -6.888 -9.234 7.011
N -6.711 -4.905 13.833
C -3.438 -9.118 15.842
H -5.130 -5.265 11.111
H -5.748 -7.651 11.321
H -7.748 -9.190 13.283
Pb -0.525 -11.758 11.522
C -2.139 -10.656 14.261
C -4.908 -7.261 11.898
C -0.966 -7.181 11.369
C -6.487 -10.829 12.431
C -2.995 -9.861 7.758
H -5.880 -11.939 7.896
O -2.255 -10.360 11.257
C 0.475 -7.449 10.945
H -4.642 -11.458 10.076
H -6.893 -12.570 9.194
C -5.808 -9.110 6.951
H -4.374 -6.832 13.997
H -4.472 -8.935 16.136
H 1.718 -6.692 12.578
C -7.589 -10.269 13.329
H -5.434 -9.713 9.005
C -9.127 -12.312 13.368
H -3.512 -5.547 11.679
H -5.713 -8.004 8.732
H -6.345 -11.889 12.639
H -5.566 -10.255 12.549
H 0.552 -7.352 9.860
N -9.310 -13.410 13.644
N -1.368 -7.472 13.928
H -2.692 -9.032 17.897
H -5.510 -13.413 11.428
C -4.352 -6.027 11.178
H -5.876 -13.639 8.266
H -7.212 -10.414 14.346
H -3.073 -9.902 11.070
C 1.559 -6.528 11.512
C -5.247 -7.019 13.361
C -5.212 -8.885 8.324
H -5.579 -8.283 6.277
C -5.910 -12.647 8.722
C -4.734 -12.461 9.660
H -3.850 -12.570 9.023
C -6.081 -5.839 13.621
H -1.667 -9.957 16.769
H 1.372 -5.466 11.350
H -1.232 -6.143 11.150
H -3.431 -7.825 7.823
H -3.096 -10.660 17.377
```

***

(2)
Formula: C34H54IN2O14S
Source: OMol25
Level of theory: ωB97M-V/def2-TZVPD

Calculated values
total charge	+1
HOMO energy	-11.36	eV
Kohn-Sham gap	8.5	eV

Geometry as XYZ:
```
106
C34H54IN2O14S ωB97M-V/def2-TZVPD
H 0.194 1.737 0.312
H -3.742 -9.521 3.138
H -4.868 -5.757 4.521
H -7.279 -5.690 2.655
H 8.744 6.067 -6.948
H -6.573 -6.108 10.333
H 3.067 6.640 2.011
H -6.057 -11.865 0.686
H 0.510 5.124 -6.723
C -2.310 -2.012 1.904
H 4.148 6.236 -4.313
H 0.930 1.916 -1.256
C 0.831 3.748 -0.130
H -4.580 -11.393 -0.190
H 7.885 2.269 -0.195
H 4.764 2.104 -1.787
H -2.947 -9.682 1.560
H 8.586 7.747 -5.165
C -0.267 2.805 -5.246
C 6.492 7.238 -5.657
C -5.200 -11.199 0.686
H -5.614 -4.446 6.944
C 3.736 6.860 1.192
C 0.275 2.400 -0.536
H 1.372 2.202 -6.514
C -1.790 -0.591 0.078
O -1.059 -0.160 1.144
H 6.022 4.680 -2.077
H -0.688 2.556 -0.989
O -6.047 -7.127 6.589
O -4.899 -9.012 1.501
C -5.612 -6.055 9.818
H 7.765 8.873 -6.241
H 2.501 2.570 0.457
H -5.066 -11.483 2.819
H 7.239 3.305 1.096
H -1.274 3.205 -5.369
H 0.763 4.386 -1.000
H -1.837 -2.713 -0.112
H -5.869 -6.043 0.772
C 6.150 3.355 -0.744
C 4.751 2.783 -0.945
H 3.544 4.742 -3.676
S 3.379 3.957 -1.186
C 3.120 6.364 -0.072
H -6.333 -4.770 4.644
I -0.296 4.676 1.413
C -4.772 -4.590 1.923
C 2.311 3.612 0.237
H -3.604 -12.005 1.987
H 4.514 2.185 -0.080
C 1.170 4.339 -6.351
O 7.022 6.717 -7.882
H 8.910 7.561 -7.886
C -5.406 -4.725 9.106
O 1.996 6.630 -0.432
N 6.665 4.317 -1.376
O 4.868 6.509 -7.311
O -4.979 -4.173 3.191
C -5.627 -5.220 3.951
H 2.144 4.448 -6.821
C 7.867 7.820 -5.977
H -4.821 -6.284 10.528
H -5.811 -3.878 9.655
H 2.628 4.169 1.111
H -0.148 -1.749 2.097
H -7.151 -4.760 7.788
H 5.817 7.970 -5.223
O 4.814 7.298 -2.143
O -5.602 -7.046 8.775
C -4.398 -11.261 1.986
H 4.685 6.367 1.355
O -1.863 0.031 -0.942
C 5.992 6.793 -7.017
N 3.986 5.518 -0.973
H 6.479 1.783 0.677
H -0.320 1.782 -4.885
C -5.356 -5.972 1.726
H -6.451 -7.124 3.257
C -3.881 -9.834 2.106
H -4.552 -6.702 1.769
H -4.341 -4.549 8.952
H -3.182 -1.542 2.359
O 0.381 3.704 -3.069
C -5.651 -9.752 0.644
H 3.910 7.919 1.082
O 1.315 4.510 -4.920
C 6.992 2.647 0.276
O -4.172 -3.922 1.126
H -1.098 -0.677 3.143
O -6.505 -9.269 -0.032
H 2.556 6.217 -3.631
C 0.480 3.680 -4.264
C 8.263 7.012 -7.208
C -5.912 -6.483 7.587
H -3.444 -1.966 0.035
C -6.084 -4.984 7.761
C -1.071 -1.169 2.174
C -2.422 -1.936 0.381
C 4.140 6.287 -2.239
H 6.556 6.357 -5.015
H 0.013 2.832 -7.441
C 0.575 2.947 -6.517
H -2.231 -3.017 2.297
C 3.550 5.809 -3.522
C -6.303 -6.103 2.915
```

***

(3)
Formula: C5H13ClI2N2OPSTi
Source: OMol25
Level of theory: ωB97M-V/def2-TZVPD

Calculated values
total charge	+2
HOMO energy (spin up / spin down)	-15.66 / -15.62	eV
multiplicity	2
Kohn-Sham gap (spin up / spin down)	6.7 / 5.4	eV
energy relative to the best compared isomer or geometry (same formula, charge and spin)	149.24	kJ/mol
expectation value of S²	0.78

Geometry as XYZ:
```
27
C5H13ClI2N2OPSTi ωB97M-V/def2-TZVPD
C -1.252 -0.002 -2.987
H 0.039 1.996 4.245
H 0.628 2.336 -2.681
I -1.413 2.099 -0.457
C -0.014 -0.006 4.239
H 0.657 -2.318 -2.683
H 2.171 1.523 -2.277
H 1.362 1.161 -3.841
N 0.364 1.158 4.718
H 0.896 1.244 5.579
H 1.388 -1.140 -3.831
H 0.911 -1.212 5.616
C -2.581 -0.019 0.350
O -3.721 -0.004 0.103
P 0.330 0.000 -2.020
C 1.205 1.410 -2.783
N 0.373 -1.166 4.756
H -1.847 -0.900 -2.749
C 1.223 -1.389 -2.777
H -1.860 0.885 -2.741
I -1.407 -2.120 -0.461
H 0.032 -2.004 4.289
H 2.184 -1.495 -2.266
H -0.955 0.003 -4.048
Cl 2.245 -0.009 1.154
Ti 0.067 -0.009 0.770
S -1.023 -0.023 2.782
```

***

(4)
Formula: C8H12N2
Source: OMol25
Level of theory: ωB97M-V/def2-TZVPD

Calculated values
SMILES	C=c1cn/c(=C(/C)CC)[nH]1
HOMO energy	-7.10	eV
Kohn-Sham gap	7.3	eV
energy relative to the best compared isomer or geometry (same formula, charge and spin)	277.81	kJ/mol

Geometry as XYZ:
```
22
C8H12N2 ωB97M-V/def2-TZVPD
N -1.560 -0.146 0.341
H -4.598 0.431 0.752
C -2.478 0.817 -0.049
C 0.971 -0.304 0.451
H 2.232 1.225 -0.083
H -4.140 1.943 -0.019
H -1.884 -0.942 0.952
C -1.560 1.846 -0.652
H 0.972 -2.407 0.289
C 2.512 -0.532 -1.280
H 2.016 -1.553 -1.302
H 0.042 -1.880 1.729
C -3.821 0.951 0.281
H 3.618 -0.753 -1.426
H 1.878 -1.828 1.632
C -0.240 0.375 0.194
N -0.337 1.583 -0.401
H -1.864 2.812 -1.210
C 0.882 -1.707 1.022
C 2.302 0.135 0.056
H 2.972 -0.028 0.821
H 2.085 -0.039 -2.097
```